This record from the Open Molecules 2025 dataset describes 2 unconnected molecules or ions with the total composition C3H7BrN2P at a distorted geometry. The level of theory is ωB97M-V/def2-TZVPD.

Calculated values
Gap between HOMO and LUMO: 0.351 Ha
Net charge: +1
Relative energy (zero: lowest compared OMol25 entry of this formula, charge and spin): 1.962 eV
HOMO energy: -14.2 eV
E_LUMO: -4.6 eV

CARTESIAN COORDINATES (ANGSTROEM)
C -0.544 1.631 -0.225
H -3.351 -0.197 -0.167
N 0.223 0.448 0.048
H -2.644 2.034 -0.868
H 0.038 2.063 -1.002
C -1.973 1.185 -0.406
N -2.323 0.043 -0.014
H -0.357 2.478 0.424
H -0.353 -2.763 1.105
Br 3.841 -0.794 -0.132
P 0.523 -2.344 0.153
H 1.502 -2.241 0.928
H 5.305 -0.873 -0.132
C 0.114 -0.671 0.290


This record from the Open Molecules 2025 dataset describes a molecular structure, C35H41AsN5P2PdSSe2Te. The level of theory is ωB97M-V/def2-TZVPD.

Calculated values
Gap between HOMO and LUMO (spin up / spin down): 0.199 / 0.199 Ha
Net charge: -1
Relative energy (zero: lowest compared OMol25 entry of this formula, charge and spin): 0.008 eV
HOMO energy (spin up / spin down): -3.1 / -3.1 eV
E_LUMO (spin up / spin down): 2.3 / 2.3 eV

CARTESIAN COORDINATES (ANGSTROEM)
C -3.603 3.629 -0.574
C -6.129 -1.356 1.702
H -0.783 1.729 -6.532
C 0.656 3.172 -0.342
H 0.242 -2.681 4.526
H 3.010 -6.553 -0.780
C 2.667 -5.524 -0.697
C -0.013 0.319 -0.360
H -5.007 0.608 -0.811
H 4.103 -2.181 3.857
C -3.948 4.393 -1.678
P -2.570 1.375 0.691
C -0.471 1.712 -5.495
C -0.553 0.536 -4.764
C 0.205 5.553 1.023
As 2.846 -1.733 1.740
H -0.193 -0.422 -2.881
H 5.134 -2.395 2.423
N -0.526 -1.773 -0.071
H 2.260 0.673 1.941
C -0.579 5.220 -0.068
H -2.518 0.845 -2.173
Se 3.042 1.078 -1.216
C 3.007 0.077 2.468
H -5.124 -1.659 3.575
H 4.455 1.681 2.633
H 1.839 4.957 2.285
H -6.958 -2.006 1.951
C 1.455 3.520 0.747
C -3.253 2.611 -3.141
H 1.040 -3.373 2.303
H 1.141 -1.174 4.454
H 0.379 -1.774 2.163
H 3.248 -5.003 0.072
H 0.628 -6.329 -0.739
C 1.803 -3.898 -2.055
C -2.925 1.838 -2.035
H -3.242 -0.156 3.010
H -1.377 5.878 -0.389
H 0.024 6.477 1.558
H -6.894 -0.861 -0.241
H 3.734 -4.365 -2.114
C 4.170 -2.639 2.866
C -4.041 -0.325 2.300
H 0.125 3.775 -5.480
C 0.331 1.668 -2.832
N 0.442 -0.948 -0.423
C -3.762 3.890 -2.961
H 2.732 0.053 3.524
Pd 2.544 -1.530 -0.577
H 2.988 -4.445 3.220
H -3.692 4.026 0.430
C -5.028 0.116 0.152
C 1.223 4.700 1.433
C -6.093 -0.715 0.473
N 0.769 -4.300 -1.288
H -0.914 -0.374 -5.225
H 0.927 -5.218 0.608
H -4.344 5.392 -1.540
C -0.360 4.030 -0.748
C 4.407 0.647 2.279
C -0.154 0.511 -3.434
C -3.082 2.351 -0.752
C 0.037 2.862 -4.905
C 3.994 -4.147 2.915
C 1.191 -2.337 2.616
P 1.008 1.583 -1.149
H -4.009 4.498 -3.822
H 0.096 -3.606 -0.977
H -3.089 2.218 -4.136
H -0.985 3.780 -1.594
C -3.997 0.311 1.064
C -1.335 0.218 0.097
Te 5.021 -2.323 -0.612
N 2.819 -4.796 -1.960
C -5.100 -1.160 2.615
C 1.156 -5.420 -0.439
N -1.604 -1.096 0.260
C 0.452 2.837 -3.582
S 1.845 -2.497 -2.981
H 5.147 0.070 2.836
H 4.698 -4.599 3.617
Se -1.976 2.548 2.338
H 2.000 -2.706 4.615
H 4.199 -4.568 1.928
H 2.266 2.864 1.039
H 4.700 0.626 1.228
H 0.877 3.726 -3.134
C 1.151 -2.217 4.135


This record from the Open Molecules 2025 dataset describes a molecular structure, C22H31N7OPd at a distorted geometry. The level of theory is ωB97M-V/def2-TZVPD.

Calculated values
Gap between HOMO and LUMO: 0.315 Ha
Net charge: +2
Relative energy (zero: lowest compared OMol25 entry of this formula, charge and spin): 0.329 eV
HOMO energy: -13.6 eV
E_LUMO: -5.0 eV

CARTESIAN COORDINATES (ANGSTROEM)
H -1.523 -6.640 -3.237
H 0.241 1.679 3.246
H -0.820 2.927 5.126
C 1.427 -0.926 2.069
H -3.452 -5.407 -2.815
C -2.560 -4.898 -2.448
H -1.313 2.070 -2.328
H -3.299 -2.843 -2.451
H 1.189 3.262 1.571
H -0.627 -5.788 -2.007
H 1.981 4.133 -4.154
H -1.915 3.743 3.989
C -0.634 -2.478 3.022
H -0.041 5.112 4.510
C -0.942 3.265 4.098
H 1.018 3.966 4.014
H 3.479 3.078 -2.420
H 0.404 -5.434 -4.224
C -0.272 2.358 -2.376
C -2.573 -3.468 -2.969
C -0.499 -4.890 -3.950
H -2.809 -3.426 -4.033
C -1.276 -5.644 -2.874
O 3.879 1.349 -0.469
C -0.084 -3.506 -3.466
H -0.966 5.335 2.332
C 0.183 3.688 1.476
C 2.410 2.919 -2.435
N 0.082 4.345 3.847
C -1.060 -1.828 -2.032
Pd 0.075 0.495 0.000
H -1.705 2.897 1.434
H 0.804 -3.288 4.401
C -0.809 -1.582 1.989
N 1.897 0.965 0.626
C -0.735 2.152 3.078
H 3.190 -0.677 0.896
C 2.671 1.438 -0.387
N 0.197 -0.829 1.528
C 1.575 3.484 -3.389
H -1.465 -3.077 3.364
C 0.629 -2.592 3.591
H -0.460 3.621 -4.088
N -0.769 2.612 1.702
H 0.244 -2.874 -4.293
C 0.011 4.862 2.429
C 2.500 -0.054 1.478
H 0.097 4.053 0.452
H 0.731 -3.586 -2.745
C 0.216 3.205 -3.356
N -0.904 -0.897 -1.360
H 2.656 -1.873 3.537
H 3.101 0.382 2.282
N -1.237 -2.868 -2.786
H 0.789 5.615 2.315
H -2.637 -4.880 -1.360
H -1.091 -4.806 -4.864
C 1.663 -1.808 3.114
H -1.760 -1.458 1.488
N 0.536 1.830 -1.456
C 1.851 2.106 -1.472
H -1.488 1.381 3.239


This record from the Open Molecules 2025 dataset describes a molecular structure, C5H11Cl8HgO at a distorted geometry. The level of theory is ωB97M-V/def2-TZVPD.

Calculated values
Gap between HOMO and LUMO: 0.086 Ha
Net charge: +1
Relative energy (zero: lowest compared OMol25 entry of this formula, charge and spin): 3.582 eV
HOMO energy: -12.9 eV
E_LUMO: -10.6 eV

CARTESIAN COORDINATES (ANGSTROEM)
Cl 11.671 -12.281 10.506
H 12.555 -17.037 18.977
Cl 14.564 -16.699 20.184
Cl 8.709 -12.876 10.416
H 17.454 -10.615 17.079
O 10.338 -11.710 17.669
Hg 7.445 -8.936 18.735
Cl 19.002 -10.965 15.344
Cl 13.267 -19.249 19.183
C 11.355 -12.567 17.236
H 9.815 -11.300 11.801
H 12.330 -12.339 17.667
C 10.044 -12.281 11.386
Cl 16.251 -9.789 15.155
Cl 7.048 -17.314 16.065
H 16.867 -11.926 15.999
H 10.998 -13.584 17.401
H 12.360 -17.606 20.604
H 6.960 -15.026 16.147
H 11.377 -12.470 16.150
C 6.296 -15.769 15.705
H 6.195 -15.632 14.628
C 17.355 -10.953 16.048
H 10.142 -12.976 12.221
C 13.055 -17.602 19.763
Cl 4.682 -15.725 16.516


Repeat the second record exactly.
This record from the Open Molecules 2025 dataset describes a molecular structure, C35H41AsN5P2PdSSe2Te. The level of theory is ωB97M-V/def2-TZVPD.

Calculated values
Gap between HOMO and LUMO (spin up / spin down): 0.199 / 0.199 Ha
Net charge: -1
Relative energy (zero: lowest compared OMol25 entry of this formula, charge and spin): 0.008 eV
HOMO energy (spin up / spin down): -3.1 / -3.1 eV
E_LUMO (spin up / spin down): 2.3 / 2.3 eV

CARTESIAN COORDINATES (ANGSTROEM)
C -3.603 3.629 -0.574
C -6.129 -1.356 1.702
H -0.783 1.729 -6.532
C 0.656 3.172 -0.342
H 0.242 -2.681 4.526
H 3.010 -6.553 -0.780
C 2.667 -5.524 -0.697
C -0.013 0.319 -0.360
H -5.007 0.608 -0.811
H 4.103 -2.181 3.857
C -3.948 4.393 -1.678
P -2.570 1.375 0.691
C -0.471 1.712 -5.495
C -0.553 0.536 -4.764
C 0.205 5.553 1.023
As 2.846 -1.733 1.740
H -0.193 -0.422 -2.881
H 5.134 -2.395 2.423
N -0.526 -1.773 -0.071
H 2.260 0.673 1.941
C -0.579 5.220 -0.068
H -2.518 0.845 -2.173
Se 3.042 1.078 -1.216
C 3.007 0.077 2.468
H -5.124 -1.659 3.575
H 4.455 1.681 2.633
H 1.839 4.957 2.285
H -6.958 -2.006 1.951
C 1.455 3.520 0.747
C -3.253 2.611 -3.141
H 1.040 -3.373 2.303
H 1.141 -1.174 4.454
H 0.379 -1.774 2.163
H 3.248 -5.003 0.072
H 0.628 -6.329 -0.739
C 1.803 -3.898 -2.055
C -2.925 1.838 -2.035
H -3.242 -0.156 3.010
H -1.377 5.878 -0.389
H 0.024 6.477 1.558
H -6.894 -0.861 -0.241
H 3.734 -4.365 -2.114
C 4.170 -2.639 2.866
C -4.041 -0.325 2.300
H 0.125 3.775 -5.480
C 0.331 1.668 -2.832
N 0.442 -0.948 -0.423
C -3.762 3.890 -2.961
H 2.732 0.053 3.524
Pd 2.544 -1.530 -0.577
H 2.988 -4.445 3.220
H -3.692 4.026 0.430
C -5.028 0.116 0.152
C 1.223 4.700 1.433
C -6.093 -0.715 0.473
N 0.769 -4.300 -1.288
H -0.914 -0.374 -5.225
H 0.927 -5.218 0.608
H -4.344 5.392 -1.540
C -0.360 4.030 -0.748
C 4.407 0.647 2.279
C -0.154 0.511 -3.434
C -3.082 2.351 -0.752
C 0.037 2.862 -4.905
C 3.994 -4.147 2.915
C 1.191 -2.337 2.616
P 1.008 1.583 -1.149
H -4.009 4.498 -3.822
H 0.096 -3.606 -0.977
H -3.089 2.218 -4.136
H -0.985 3.780 -1.594
C -3.997 0.311 1.064
C -1.335 0.218 0.097
Te 5.021 -2.323 -0.612
N 2.819 -4.796 -1.960
C -5.100 -1.160 2.615
C 1.156 -5.420 -0.439
N -1.604 -1.096 0.260
C 0.452 2.837 -3.582
S 1.845 -2.497 -2.981
H 5.147 0.070 2.836
H 4.698 -4.599 3.617
Se -1.976 2.548 2.338
H 2.000 -2.706 4.615
H 4.199 -4.568 1.928
H 2.266 2.864 1.039
H 4.700 0.626 1.228
H 0.877 3.726 -3.134
C 1.151 -2.217 4.135